[1]
A molecular structure, C2H4LiO2Yb, computed with ωB97M-V with the def2-TZVPD basis set.

XYZ file:
```
10
C2H4LiO2Yb, DFT ωB97M-V with the def2-TZVPD basis set
C -0.1252 1.2723 -0.1622
H -1.7917 0.1795 0.5511
H -1.3245 -0.1596 -1.1163
O 1.0717 1.3467 0.0396
C -0.9212 0.0027 -0.1024
H -0.0187 -1.1523 1.3229
Yb 3.0180 -0.2019 0.2007
O -0.1865 -1.1200 0.3018
H -0.7029 2.1770 -0.4314
Li 0.9809 -2.3443 -0.6038
```

Results
E in hartree: -1394.6568
HOMO-LUMO gap (alpha / beta) in hartree: 0.2567 / 0.3145
LUMO level (alpha / beta) in Eh: -0.2838 / -0.3409
Multiplicity: 2
Charge: +2
⟨S²⟩: 0.751

These are the Löwdin partial charges, in e, on atoms 1 to 8: C -0.149; H 0.167; H 0.165; O -0.118; C -0.186; H 0.174; Yb 1.360; O -0.235

=====

[2]
5 unconnected molecules or ions with the total composition C9H28O9, computed with ωB97M-V with the def2-TZVPD basis set.

XYZ file:
```
46
C9H28O9, DFT ωB97M-V with the def2-TZVPD basis set
C -8.9857 26.9819 23.8118
H -12.4367 24.0642 21.0430
C -10.5137 22.2633 16.6176
H -15.5087 27.1745 18.9695
C -12.3473 24.8053 19.0307
H -9.0613 21.7074 22.0813
H -14.8353 28.5289 16.2672
O -12.0301 25.9575 18.4206
H -15.0793 29.3353 17.6955
O -13.3279 28.2069 17.5512
H -10.5833 22.1126 20.6200
H -14.3067 26.3085 16.7200
O -11.4104 26.8493 23.4051
C -14.7116 28.3732 17.3389
H -12.5324 26.6886 18.7878
H -11.3905 20.5610 15.5135
O -15.0914 26.0849 17.2258
C -15.6380 27.2239 17.8883
H -10.6527 20.3863 20.3854
O -10.0387 21.3898 17.6112
C -10.7292 21.1670 21.1422
H -11.7414 24.0632 18.5108
O -8.9585 28.2772 24.3436
O -9.7597 21.0729 22.2581
C -12.0914 24.9529 20.5146
H -9.0146 20.6705 15.5783
O -9.5851 20.8176 14.8203
H -11.0295 24.9851 20.7582
H -13.3735 24.6284 18.7086
H -11.4401 22.7189 16.9674
H -12.9865 28.7784 16.8595
H -10.3079 20.4877 17.4233
C -10.7525 21.4234 15.3203
C -10.2944 26.2355 24.1644
H -11.2728 21.9956 14.5522
H -8.8272 27.0622 22.7364
H -9.8006 23.0584 16.3998
H -10.4088 26.0886 25.2384
H -12.1862 26.4159 21.8332
H -11.7596 21.0816 21.4874
H -10.0683 25.2393 23.7841
H -11.7711 27.5989 23.8844
H -8.1141 26.4465 24.1884
O -12.7223 26.2179 21.0619
H -16.6598 27.4905 17.6183
H -8.0347 28.5185 24.2434
```

Results
E in hartree: -1036.7081
HOMO-LUMO gap in hartree: 0.3662
LUMO level in Eh: 0.0195
SMILES string: OCCO.OCCO.OCCO.OCCO.CO
Charge: 0

These are the Löwdin partial charges, in e, on atoms 1 to 8: C -0.271; H 0.101; C -0.225; H 0.116; C -0.299; H 0.057; H 0.115; O -0.068

=====

[3]
4 unconnected molecules or ions with the total composition C5H17N2O4, computed with ωB97M-V with the def2-TZVPD basis set.

XYZ file:
```
28
C5H17N2O4, DFT ωB97M-V with the def2-TZVPD basis set
H 2.3266 0.0963 -0.8246
O 0.1692 0.3814 -3.6766
H 1.7525 -2.2230 -1.4378
H -0.1314 0.9095 -2.9228
H 1.4371 0.3128 2.7918
H -0.8720 1.0517 -0.6797
C 0.2050 -1.4864 -0.5213
H -0.6298 -2.9438 -1.8966
N 1.5181 -1.8303 -0.5254
C -2.2238 0.9423 0.8784
H 0.2737 1.9927 1.8803
H -1.7991 -1.6891 -1.1408
H 2.6371 -0.3811 2.3126
O 2.1313 1.0462 -1.0033
H 0.9758 1.9650 0.4308
O 2.3900 0.4525 2.7358
H 0.7269 -0.3052 1.2327
H -0.0413 -0.5125 -3.3590
H -2.1321 -0.5201 2.2019
H -0.7210 -1.0886 1.2786
O -2.4546 0.3868 2.1844
H -2.6715 1.9229 0.9840
C -0.1041 -0.5078 0.5731
C -0.7542 0.8920 0.4017
H 1.4316 0.9205 -1.6521
H -2.7217 0.3005 0.1529
C -0.7861 -2.0647 -1.2895
N 0.0677 1.9796 0.8906
```

Results
E in hartree: -611.1635
HOMO-LUMO gap in hartree: 0.2348
LUMO level in Eh: 0.1250
Charge: -1

These are the Löwdin partial charges, in e, on atoms 1 to 8: H 0.018; O -0.083; H -0.005; H 0.010; H 0.009; H 0.119; C -0.585; H 0.010